Computed, not measured: C5H13N2 as an isolated structure at a distorted geometry, with the ωB97M-V functional and the def2-TZVPD basis.

Geometry as XYZ:
```
20
Properties=species:S:1:pos:R:3
C 1.54 -0.02 1.93
C 0.29 -0.01 1.04
C 0.68 -0.82 -0.18
C -0.03 -0.62 -1.53
C -2.41 0.22 -1.68
N -1.17 0.52 -1.47
N -0.14 1.43 0.66
H 1.64 0.73 2.72
H 1.69 -1.01 2.41
H 2.42 -0.07 1.27
H -0.53 -0.56 1.47
H 0.59 -1.93 0.18
H 1.76 -0.90 -0.43
H -0.70 -1.61 -1.68
H 0.56 -0.49 -2.46
H -3.14 0.95 -1.64
H -2.66 -0.78 -2.02
H -0.81 1.24 -0.46
H -0.38 2.03 1.53
H 0.78 1.71 0.33
```

## Properties
Energy relative to the best compared isomer or geometry (same formula, charge and spin) = 323.56 kJ/mol
E_LUMO = -3.81 eV
Net charge = +1
Kohn-Sham gap = 10.874 eV
M = 101.17 g mol⁻¹
Maximum force = 4.9 eV/A

Here are the Löwdin charges for atoms 1 to 8, given in e:
1 C -0.0569
2 C -0.3645
3 C -0.2013
4 C -0.0929
5 C 0.0987
6 N -0.0261
7 N 0.0893
8 H 0.0900